[1]
Here is one molecule with the formula C6H12OSe in a non-equilibrium geometry from the OMol25 dataset. Energies are from ωB97M-V with the def2-TZVPD basis set.

Structure (XYZ):
```
20
Properties=species:S:1:pos:R:3
C -0.534 0.260 0.336
C 1.598 -1.810 -0.404
C 0.843 -0.134 0.838
C -0.782 0.531 -1.244
C 1.110 0.327 2.275
C -2.175 0.920 -1.506
O 1.012 -1.502 0.688
Se -0.417 -1.132 -2.308
H -1.166 -0.480 0.704
H -0.758 1.281 0.844
H 2.267 -1.289 -1.021
H 1.404 -2.802 -0.677
H 1.617 0.348 0.267
H -0.080 1.335 -1.623
H 2.249 -0.067 2.523
H 0.395 -0.169 2.845
H 1.171 1.363 2.433
H -2.250 1.141 -2.621
H -2.569 1.885 -1.046
H -2.936 -0.007 -1.303
```

Output
**Largest force on an atom**: 4.9 eV/A
**E_LUMO (spin up / spin down)**: -0.357 / -0.459 eV
**E_HOMO (spin up / spin down)**: -0.27669 / -0.27588 hartree

***

[2]
Here is one molecule with the formula C6H12S in a non-equilibrium geometry from the OMol25 dataset. Energies are from ωB97M-V with the def2-TZVPD basis set.

Structure (XYZ):
```
19
Properties=species:S:1:pos:R:3
C -2.025 0.469 -0.697
S -0.206 0.383 -0.253
C 0.302 1.710 -1.476
C 0.884 -0.843 -0.594
C 1.012 -1.731 0.613
C 0.916 -0.775 1.806
C -0.316 0.050 1.553
H -2.391 1.453 -0.434
H -2.144 0.281 -1.757
H -2.521 -0.288 -0.103
H -0.298 2.597 -1.317
H 1.349 1.909 -1.293
H 0.158 1.316 -2.474
H 0.835 -1.278 -1.579
H 0.217 -2.484 0.687
H 1.971 -2.252 0.587
H 1.843 -0.189 1.891
H 0.775 -1.318 2.741
H -0.364 0.991 2.099
```

Output
**Largest force on an atom**: 1.3 eV/A
**E_LUMO**: 0.561 eV
**E_HOMO**: -0.25581 hartree

***

[3]
Here is a 2-piece molecular cluster, C6H12S overall in a non-equilibrium geometry from the OMol25 dataset. Energies are from ωB97M-V with the def2-TZVPD basis set.

Structure (XYZ):
```
19
Properties=species:S:1:pos:R:3
C -0.676 0.167 2.219
C 0.541 0.118 1.654
C 1.630 -0.812 1.991
C 0.910 1.154 0.599
H -0.896 -0.544 2.976
H -1.504 0.832 1.969
H 1.191 -1.763 2.221
H 2.382 -0.569 2.824
H 2.208 -0.970 1.099
H 1.549 0.502 -0.137
H 1.346 2.059 1.017
H 0.048 1.430 0.088
C -1.161 -0.829 -3.218
C -1.578 0.192 -2.109
S -0.033 0.573 -2.895
H -0.812 -1.633 -2.613
H -1.350 -0.740 -4.308
H -2.315 0.994 -2.233
H -1.480 -0.162 -1.145
```

Output
**Largest force on an atom**: 3.4 eV/A
**E_LUMO**: 0.953 eV
**E_HOMO**: -0.31679 hartree

***

[4]
Here is a 2-piece molecular cluster, C6H12S4 overall in a non-equilibrium geometry from the OMol25 dataset. Energies are from ωB97M-V with the def2-TZVPD basis set.

Structure (XYZ):
```
22
Properties=species:S:1:pos:R:3
C 1.568 -2.759 0.165
C 0.960 -1.530 -0.378
S 1.774 -1.084 -1.951
S 3.046 -2.600 -2.032
C 1.980 -3.669 -1.024
H 0.838 -3.196 0.874
H 2.448 -2.428 0.749
H -0.101 -1.677 -0.658
H 1.004 -0.702 0.355
H 2.589 -4.552 -0.754
H 1.112 -4.025 -1.611
C -1.397 3.186 0.963
C -2.240 1.969 1.406
S -2.535 0.767 0.106
S -0.829 1.266 -0.711
C -0.998 3.046 -0.464
H -0.493 3.046 1.587
H -1.836 4.168 1.223
H -1.759 1.440 2.251
H -3.236 2.313 1.747
H -1.827 3.462 -1.068
H -0.066 3.557 -0.775
```

Output
**Largest force on an atom**: 3.1 eV/A
**E_LUMO**: 0.708 eV
**E_HOMO**: -0.27734 hartree

***

[5]
Here is C6H13BeO3 as an isolated structure in a non-equilibrium geometry from the OMol25 dataset. Energies are from ωB97M-V with the def2-TZVPD basis set.

Structure (XYZ):
```
23
Properties=species:S:1:pos:R:3
C -3.489 -1.109 0.874
O -2.714 -0.789 -0.271
C -2.217 0.540 -0.310
C -1.002 0.706 0.576
O -0.179 -0.431 0.397
C 1.039 -0.482 1.123
C 1.430 -1.903 1.471
O 0.401 -2.672 2.019
C -0.350 -3.503 1.083
Be -1.014 -1.955 -0.180
H -4.340 -0.419 0.962
H -3.844 -2.137 0.742
H -3.008 1.246 -0.012
H -1.932 0.727 -1.356
H -1.291 0.764 1.637
H -0.454 1.623 0.309
H 0.920 0.094 2.055
H 1.827 0.002 0.525
H 2.236 -1.847 2.219
H 1.873 -2.383 0.579
H 0.277 -4.370 0.800
H -1.201 -3.898 1.669
H -2.869 -1.080 1.784
```

Output
**Expectation value of S²**: 0.751
**Largest force on an atom**: 2.5 eV/A
**E_LUMO (spin up / spin down)**: 0.590 / 0.567 eV
**Multiplicity**: 2
**E_HOMO (spin up / spin down)**: -0.14668 / -0.28274 hartree

***

[6]
Here is an isolated ion of composition C6H13Br2N2 and charge +1 in a non-equilibrium geometry from the OMol25 dataset. Energies are from ωB97M-V with the def2-TZVPD basis set.

Structure (XYZ):
```
23
Properties=species:S:1:pos:R:3
N -0.938 -2.249 -0.657
C 0.189 -1.582 -0.264
N 0.820 -2.136 1.100
C -0.074 -0.017 0.039
C 1.076 0.846 -0.484
Br 2.776 0.395 0.446
C 0.667 2.305 -0.265
C -0.854 2.287 -0.025
C -1.317 0.897 -0.423
Br -2.943 0.313 0.504
H -0.854 -3.182 -1.029
H -1.793 -2.082 -0.143
H 1.004 -1.696 -0.981
H 0.132 -2.106 1.861
H 1.638 -1.542 1.334
H 1.135 -3.104 0.986
H -0.100 0.081 1.130
H 1.274 0.633 -1.536
H 0.931 2.912 -1.130
H 1.177 2.727 0.601
H -1.076 2.460 1.030
H -1.369 3.051 -0.604
H -1.501 0.790 -1.491
```

Output
**Largest force on an atom**: 2.2 eV/A
**E_LUMO**: -3.125 eV
**Total charge**: +1
**E_HOMO**: -0.50222 hartree

***

[7]
Here is a 2-piece molecular cluster, C6H13BrClN4O overall in a non-equilibrium geometry from the OMol25 dataset. Energies are from ωB97M-V with the def2-TZVPD basis set.

Structure (XYZ):
```
26
Properties=species:S:1:pos:R:3
Cl -1.432 5.784 2.072
N -2.126 5.183 0.642
C -1.923 4.013 0.030
N -2.606 3.753 -1.212
C -2.082 2.434 -1.499
N -1.202 2.004 -0.472
N -1.079 2.978 0.497
Br -0.016 2.682 1.970
H -2.801 5.814 0.176
H -2.375 1.812 -2.398
H -0.699 1.103 -0.390
C 1.689 -2.992 1.778
C 0.430 -2.503 1.083
O 0.653 -1.400 0.213
C 1.556 -1.615 -0.867
C 1.122 -2.725 -1.809
H 2.155 -2.180 2.343
H 1.453 -3.807 2.466
H 2.431 -3.361 1.067
H -0.280 -2.162 1.841
H -0.063 -3.318 0.544
H 2.565 -1.796 -0.485
H 1.601 -0.676 -1.426
H 1.077 -3.692 -1.307
H 1.825 -2.814 -2.640
H 0.127 -2.518 -2.213
```

Output
**Largest force on an atom**: 6.5 eV/A
**E_LUMO**: -4.670 eV
**Total charge**: +1
**E_HOMO**: -0.45790 hartree

***

[8]
Here is one molecule with the formula C6H13BrNO4PS in a non-equilibrium geometry from the OMol25 dataset. Energies are from ωB97M-V with the def2-TZVPD basis set.

Structure (XYZ):
```
27
Properties=species:S:1:pos:R:3
C 2.477 1.088 0.936
N 1.404 0.628 0.017
C 0.368 1.642 -0.233
C -1.087 1.065 -0.298
C -1.191 -0.183 -1.221
C -0.625 -1.532 -0.654
P 0.979 -2.118 -1.429
O 0.826 -3.580 -1.849
O -0.431 -1.571 0.768
S -2.003 -1.663 1.394
O -1.861 -1.905 2.850
O -2.694 -0.145 1.228
C -1.789 0.940 1.108
Br -0.519 1.056 2.648
H 2.755 0.222 1.564
H 2.131 1.894 1.600
H 3.338 1.468 0.358
H 1.864 0.454 -0.868
H 0.431 2.524 0.424
H 0.549 2.041 -1.260
H -1.655 1.859 -0.826
H -2.219 -0.361 -1.584
H -0.608 0.068 -2.132
H -1.359 -2.330 -0.892
H 1.381 -1.291 -2.513
H 1.948 -2.108 -0.377
H -2.408 1.840 1.241
```

Output
**Largest force on an atom**: 4.1 eV/A
**E_LUMO**: 0.309 eV
**E_HOMO**: -0.35163 hartree